DFT (ωB97M-V/def2-TZVPD) results for a structure of composition C14H22I2NO4P2STl.

Properties
Net charge: +2
F_max, Eh/bohr: 0.068
DFT total energy, hartree: -2750.47541
LUMO level (alpha / beta), hartree: -0.3690 / -0.3734
Energy relative to the best compared isomer or geometry (same formula, charge and spin), kJ/mol: 121.3
Gap between HOMO and LUMO (alpha / beta), eV: 4.6 / 4.0

Geometry as XYZ:
```
47
Properties=species:S:1:pos:R:3:forces:R:3:lowdin_charge:R:1
I 1.8949 1.0034 2.0350 -0.886 -0.136 -0.698 0.302
I -1.0043 -0.8903 -2.3626 -0.215 0.261 0.286 0.522
Tl -0.1891 0.4132 0.1115 1.492 0.021 0.287 0.070
P -1.8281 2.3570 0.1495 -0.848 1.246 -0.468 0.699
C -3.0515 2.5364 1.4776 -0.022 -0.438 0.415 -0.203
C -0.8940 3.9083 0.1513 0.312 -0.165 0.030 -0.234
H -1.6107 4.7389 0.1144 0.221 -0.148 0.009 0.076
H -3.3339 3.3366 -1.4383 0.072 -0.234 -0.027 0.081
H -0.2296 3.9423 -0.7203 -0.141 0.081 0.161 0.068
H -2.1635 2.2155 -2.2362 -0.213 0.165 0.074 0.035
H -2.7077 2.0348 2.3919 -0.114 0.287 -0.112 0.045
H -0.2820 3.9679 1.0607 -0.162 0.078 -0.186 0.061
C -2.8173 2.3706 -1.3706 0.254 -0.301 -0.042 -0.248
H -3.1937 3.6124 1.6618 0.053 -0.366 -0.029 0.078
H -3.5416 1.5474 -1.3325 0.077 0.214 -0.045 0.050
H -4.0079 2.0842 1.1729 0.362 0.126 0.037 0.068
P 1.9798 -1.6459 -0.7575 1.664 -1.710 0.176 0.744
C 2.0456 -3.0417 0.4317 -0.853 0.511 0.339 -0.241
C 2.0774 -2.5804 -2.3360 -0.755 0.639 -0.203 -0.297
H 3.7991 -0.1445 -1.2385 0.250 -0.143 0.087 0.059
H 4.4004 -1.8105 -0.9500 -0.269 0.066 0.080 0.071
H 3.8951 -0.7470 0.4271 0.042 -0.121 -0.266 0.005
C 3.7013 -1.0371 -0.6111 -0.421 1.011 0.050 -0.264
H 1.9408 -1.8709 -3.1547 0.169 -0.219 -0.112 0.028
H 3.0461 -3.0815 -2.4178 -0.113 0.124 0.165 0.068
H 2.8594 -3.7253 0.1634 -0.119 0.229 -0.103 0.078
H 1.0829 -3.5609 0.4134 0.272 -0.121 0.051 0.041
H 1.2612 -3.3045 -2.3772 0.117 0.030 -0.016 0.043
H 2.2052 -2.6390 1.4359 0.019 -0.156 -0.066 0.051
C -1.4594 -1.3253 1.1837 -0.360 -3.421 0.579 -0.449
O -0.8688 -2.3239 1.4314 -0.293 2.030 -0.547 0.187
O -2.5051 -0.2179 3.6049 -0.863 -1.626 -1.534 0.168
C -3.0117 -0.9927 2.8113 0.680 1.935 2.382 -0.361
N -2.7232 -0.9017 1.3955 0.461 0.639 -1.249 -0.018
S -4.0899 -1.8314 0.3873 0.299 0.869 0.401 0.832
O -4.9537 -0.7642 -0.0376 0.952 -1.364 0.488 -0.218
O -3.3742 -2.7070 -0.4798 -0.540 0.460 0.122 -0.259
C -4.4946 -2.6563 1.9015 -0.125 -0.780 0.238 -0.208
C -5.1313 -3.8935 1.9201 -0.080 0.403 -0.503 -0.007
C -5.1543 -4.6086 3.1165 -0.012 0.153 0.123 -0.001
C -4.5935 -4.0709 4.2847 -0.033 -0.144 -0.339 0.001
C -3.9800 -2.8202 4.2621 0.100 0.323 -0.048 0.050
C -3.8926 -2.1308 3.0456 -0.369 -0.476 0.096 -0.124
H -5.5622 -4.2721 0.9919 0.067 -0.144 0.393 0.139
H -5.6019 -5.6027 3.1197 0.107 0.296 0.088 0.135
H -4.5852 -4.6692 5.1951 -0.092 0.254 -0.181 0.133
H -3.5175 -2.3849 5.1544 -0.143 -0.237 -0.381 0.148
```
Forces are in eV/Å.

---

DFT (ωB97M-V/def2-TZVPD) results for the molecule C14H22N2O3.

Properties
SMILES: CCCCCCCCn1cc(C(C)=O)c(=O)[nH]c1=O
F_max, Eh/bohr: 0.014
DFT total energy, hartree: -881.96083
LUMO level, hartree: -0.0009
Energy relative to the best compared isomer or geometry (same formula, charge and spin), kJ/mol: 13.4
Gap between HOMO and LUMO, eV: 9.4

Geometry as XYZ:
```
41
Properties=species:S:1:pos:R:3:forces:R:3:lowdin_charge:R:1
C 4.0770 1.8262 -1.0624 -0.040 0.131 0.223 -0.117
C 3.3092 1.9702 0.2458 -0.035 -0.266 -0.236 -0.275
C 2.2712 0.8627 0.4159 0.105 0.365 0.371 -0.236
C 1.5007 1.0041 1.7266 -0.219 -0.157 -0.282 -0.213
C 0.3244 0.0356 1.8705 0.198 0.062 0.289 -0.201
C 0.7327 -1.4377 2.0164 -0.083 0.075 -0.153 -0.181
C 0.8040 -2.2279 0.7041 -0.234 -0.115 0.187 -0.168
C -0.5353 -2.8499 0.3003 0.590 -0.345 0.138 -0.127
N -1.5494 -1.8454 0.0331 -0.279 0.026 0.042 0.005
C -1.4548 -1.0546 -1.0487 -0.303 0.480 -0.325 0.024
C -2.3028 -0.0302 -1.3417 0.312 -0.306 0.070 -0.051
C -3.4025 0.2434 -0.4269 0.259 -0.274 0.060 -0.407
O -4.2475 1.1040 -0.5040 -0.194 0.170 -0.003 0.084
N -3.4233 -0.6374 0.6590 -0.359 0.138 0.252 0.221
C -2.5678 -1.6615 0.9649 -0.015 0.019 -0.106 -0.472
O -2.6891 -2.3495 1.9477 -0.040 -0.127 0.308 0.099
H -4.1741 -0.4870 1.3254 0.159 -0.049 -0.110 0.173
C -2.0259 0.7495 -2.5756 -0.085 0.039 0.069 -0.408
O -1.0415 0.5034 -3.2412 0.053 0.003 -0.088 0.067
C -3.0008 1.8258 -2.9341 0.129 0.173 -0.318 -0.007
H -2.6914 2.3066 -3.8584 0.062 -0.041 -0.026 0.087
H -3.9967 1.4028 -3.0445 -0.091 0.023 0.051 0.093
H -3.0560 2.5565 -2.1303 -0.077 0.022 0.043 0.091
H -0.6365 -1.2570 -1.7289 0.032 0.003 0.004 0.153
H -0.9195 -3.4743 1.1097 0.052 0.044 -0.200 0.126
H -0.4077 -3.4618 -0.5969 -0.096 0.021 0.066 0.132
H 1.5117 -3.0511 0.8175 0.041 -0.015 -0.111 0.117
H 1.1628 -1.5881 -0.1018 0.114 -0.023 -0.098 0.094
H 1.7078 -1.4736 2.5053 0.026 -0.025 0.073 0.111
H 0.0243 -1.9414 2.6769 0.052 -0.055 0.066 0.107
H -0.3385 0.1702 1.0148 -0.102 0.055 -0.011 0.092
H -0.2367 0.3256 2.7618 -0.089 0.014 -0.046 0.113
H 2.1863 0.8667 2.5660 0.024 0.045 0.081 0.114
H 1.1092 2.0229 1.7890 0.053 0.058 0.046 0.113
H 2.7825 -0.1014 0.3888 -0.003 -0.109 -0.104 0.109
H 1.5710 0.9034 -0.4231 -0.037 -0.095 -0.092 0.116
H 4.0087 1.9414 1.0847 -0.018 0.066 0.070 0.109
H 2.8081 2.9406 0.2666 -0.006 0.036 0.089 0.108
H 4.6071 0.8765 -1.0923 0.074 -0.095 -0.057 0.070
H 3.3952 1.8642 -1.9093 -0.031 -0.009 -0.131 0.071
H 4.8038 2.6278 -1.1705 0.102 0.038 -0.100 0.066
```
Forces are in eV/Å.

---

DFT (ωB97M-V/def2-TZVPD) results for a structure of composition C14H22N2O5S2Y.

Properties
Net charge: +1
F_max, Eh/bohr: 0.092
DFT total energy, hartree: -1866.97380
LUMO level, hartree: -0.0922
Energy relative to the best compared isomer or geometry (same formula, charge and spin), kJ/mol: 197.4
Gap between HOMO and LUMO, eV: 9.4

Geometry as XYZ:
```
46
Properties=species:S:1:pos:R:3:forces:R:3:lowdin_charge:R:1
Y -0.2988 0.3018 -1.1211 -1.208 2.416 -3.887 1.223
C 0.2326 -2.3251 6.4472 -0.003 0.034 -0.002 -0.034
C 0.4367 -1.6083 5.1454 -0.033 0.012 -0.017 -0.242
C 1.6908 -1.1271 4.7738 -0.015 -0.017 0.001 -0.012
C 1.8767 -0.4860 3.5614 0.108 0.059 -0.089 -0.032
C 0.7832 -0.3229 2.7254 -0.145 0.106 -0.356 -0.298
C -0.4850 -0.7727 3.0755 -0.001 0.029 0.043 -0.046
C -0.6477 -1.4141 4.2866 0.063 0.009 -0.010 -0.005
S 1.0274 0.4253 1.1578 0.885 -0.190 0.257 0.670
O -0.3011 1.0635 0.7629 0.417 1.146 3.018 -0.446
O 2.0837 1.3877 1.1551 0.053 0.004 0.303 -0.261
N 1.2584 -0.6436 -0.0348 1.419 -0.512 2.338 -0.295
C 0.7924 -2.0188 0.2190 -0.370 -0.252 0.097 -0.154
C -0.7489 -2.1502 0.1046 0.201 -1.026 0.720 -0.596
O -1.3629 -2.9185 0.7974 0.016 0.134 -0.194 0.112
O -1.2845 -1.3378 -0.7906 -1.474 -2.584 0.319 -0.186
H 1.1553 -2.3826 7.0206 -0.011 -0.017 0.010 0.081
H -0.1307 -3.3376 6.2668 0.019 -0.010 0.022 0.093
H -0.5189 -1.8126 7.0493 0.014 -0.012 0.020 0.091
H 2.5323 -1.2542 5.4422 -0.002 -0.010 0.002 0.122
H 2.8434 -0.0995 3.2646 0.006 -0.039 0.041 0.124
H -1.3250 -0.6121 2.4154 -0.035 -0.060 0.014 0.114
H -1.6271 -1.7768 4.5711 -0.001 0.002 -0.003 0.129
H 1.0966 -2.3727 1.2030 -0.010 -0.134 -0.046 0.120
H 1.2267 -2.6839 -0.5293 0.103 0.069 0.011 0.129
C -2.0789 3.4223 -0.8221 -0.026 -0.170 -0.106 -0.342
S -2.3610 1.9108 -1.7957 -1.067 0.863 -0.041 0.764
C -3.4343 0.9986 -0.6393 0.093 0.123 -0.146 -0.349
H -1.5665 3.1835 0.1072 -0.006 0.039 0.024 0.035
H -3.0410 3.8865 -0.6216 0.001 0.029 0.000 0.052
H -1.4742 4.0941 -1.4267 0.006 0.015 0.012 0.045
H -4.3587 1.5527 -0.4991 -0.004 0.014 -0.010 0.056
H -2.9211 0.8676 0.3120 -0.083 -0.035 0.052 0.037
H -3.6404 0.0304 -1.0878 -0.036 -0.029 0.058 0.047
C 2.0618 0.4210 -6.2491 0.195 -0.221 -0.126 -0.002
N 1.2236 0.7574 -5.0966 -0.114 0.006 0.242 -0.138
C 0.3972 1.9661 -5.0978 -0.100 0.071 0.063 0.004
C 1.1948 -0.0091 -4.0354 -0.034 0.258 -0.287 -0.213
O 0.4846 0.2573 -3.0316 1.183 -0.166 -2.336 -0.165
H 1.9758 1.2070 -6.9906 -0.015 0.027 0.015 0.094
H 1.7454 -0.5176 -6.7021 -0.066 0.036 0.014 0.103
H 3.1073 0.3342 -5.9574 -0.026 0.052 0.037 0.103
H 0.5403 2.5042 -6.0279 0.036 -0.041 -0.023 0.096
H 0.6760 2.6102 -4.2638 0.042 -0.002 -0.034 0.102
H -0.6553 1.7053 -4.9882 0.017 -0.027 -0.036 0.100
H 1.8194 -0.9037 -4.0559 0.009 -0.002 0.017 0.172
```
Forces are in eV/Å.

---

DFT (ωB97M-V/def2-TZVPD) results for a structure of composition C14H22N2O8P2SZn.

Properties
F_max, Eh/bohr: 0.018
DFT total energy, hartree: -4118.67829
LUMO level, hartree: 0.0008
Energy relative to the best compared isomer or geometry (same formula, charge and spin), kJ/mol: 7.9
Gap between HOMO and LUMO, eV: 9.0

Geometry as XYZ:
```
50
Properties=species:S:1:pos:R:3:forces:R:3:lowdin_charge:R:1
Zn 0.2673 -0.4326 0.0263 -0.208 -0.024 -0.920 0.509
C 2.1420 0.5504 3.6892 -0.090 -0.026 -0.115 -0.064
C 1.1253 -0.5459 3.3202 -0.033 0.022 -0.071 -0.564
O 0.7029 -1.2979 4.4563 0.090 0.263 0.001 -0.050
P -0.4094 0.2910 2.7405 0.089 0.272 0.301 0.513
O -1.6581 -0.6486 2.8442 0.122 -0.245 -0.207 -0.100
O -0.6761 1.3801 3.8610 -0.136 -0.171 -0.099 -0.075
O -0.2668 0.9090 1.3761 0.129 -0.109 0.248 -0.290
P 1.8531 -1.6923 2.0311 0.131 -0.163 0.091 0.338
O 3.3245 -1.8796 2.6762 -0.044 -0.004 -0.131 -0.132
O 1.1403 -2.9865 1.9881 -0.032 0.117 0.050 -0.263
O 1.9989 -0.8936 0.7379 0.065 -0.051 0.392 -0.348
H 1.7296 1.1983 4.4594 -0.008 -0.005 0.024 0.080
H 2.3973 1.1487 2.8115 -0.013 -0.033 0.036 0.094
H 3.0520 0.0835 4.0587 -0.002 -0.018 0.013 0.080
H 1.3620 -1.9771 4.6396 0.005 -0.061 -0.059 0.099
H -1.6896 -1.2403 2.0388 -0.094 0.050 0.069 0.058
H -1.6186 1.5047 4.0405 0.097 0.010 0.013 0.107
H 3.6620 -2.7503 2.4228 -0.026 0.061 0.117 0.088
C 2.1366 -2.2541 -4.4807 -0.043 -0.011 0.070 -0.073
C 0.6149 -2.3138 -4.5566 0.065 -0.042 0.126 -0.251
N 0.0086 -3.0043 -3.4112 0.037 -0.033 0.023 -0.117
C -0.1590 -4.4650 -3.5296 0.059 0.061 0.069 -0.195
C 0.9109 -5.2666 -2.7981 0.006 0.039 0.018 -0.065
C -0.3114 -2.3790 -2.2662 -0.072 -0.147 0.047 -0.648
S -0.0332 -0.6555 -2.2210 -0.027 0.100 0.049 0.747
N -0.8352 -3.1940 -1.3343 0.052 -0.045 -0.124 0.115
C -1.2356 -2.9106 -0.1082 0.240 0.065 0.004 -0.387
O -1.1713 -1.7849 0.4813 -0.108 -0.010 0.234 -0.125
C -1.7907 -4.0600 0.6664 -0.097 -0.032 -0.126 -0.127
C -2.3010 -5.1751 0.0039 -0.053 0.018 0.017 -0.022
C -2.8101 -6.2468 0.7205 0.007 0.010 -0.039 -0.079
C -2.8012 -6.2196 2.1090 0.016 0.048 0.024 -0.083
C -2.2817 -5.1169 2.7745 -0.016 -0.032 -0.031 -0.064
C -1.7800 -4.0414 2.0572 0.047 0.072 0.131 -0.021
H 2.5280 -1.6577 -5.3069 -0.019 -0.036 0.017 0.078
H 2.5754 -3.2510 -4.5392 0.002 0.030 0.002 0.065
H 2.4467 -1.7879 -3.5444 0.002 -0.015 -0.049 0.066
H 0.2997 -2.8524 -5.4483 -0.034 -0.009 -0.040 0.113
H 0.2056 -1.3111 -4.6190 -0.050 0.034 -0.007 0.067
H -0.1375 -4.6926 -4.5940 -0.010 0.013 -0.035 0.112
H -1.1405 -4.7309 -3.1481 -0.052 0.028 0.012 0.101
H 1.9036 -5.0765 -3.2096 -0.038 -0.007 0.024 0.063
H 0.6989 -6.3339 -2.8969 0.018 0.054 -0.009 0.077
H 0.9129 -5.0143 -1.7379 -0.001 -0.019 -0.042 0.071
H -2.3048 -5.1849 -1.0766 0.021 -0.006 -0.012 0.099
H -3.2114 -7.1049 0.1943 0.010 0.039 0.026 0.102
H -3.1926 -7.0584 2.6721 0.011 0.023 -0.022 0.102
H -2.2545 -5.0968 3.8572 0.003 -0.003 -0.042 0.106
H -1.3243 -3.2164 2.5893 -0.019 -0.070 -0.066 0.093
```
Forces are in eV/Å.

---

DFT (ωB97M-V/def2-TZVPD) results for the molecule C14H22N4O3.

Properties
SMILES: Cc1cc([N+](=O)[O-])nn1CCC(=O)NC1CCCCCC1
F_max, Eh/bohr: 0.043
DFT total energy, hartree: -991.35306
LUMO level, hartree: -0.0071
Energy relative to the best compared isomer or geometry (same formula, charge and spin), kJ/mol: 299.0
Gap between HOMO and LUMO, eV: 9.5

Geometry as XYZ:
```
43
Properties=species:S:1:pos:R:3:forces:R:3:lowdin_charge:R:1
C -3.3139 -0.6245 2.0309 -0.027 -0.132 0.010 -0.009
C -2.8368 0.3072 0.9819 0.157 0.358 0.196 -0.254
C -2.2419 1.5467 1.0903 0.009 0.074 -0.332 0.051
C -1.9430 1.9057 -0.2360 -1.024 -1.877 0.627 -0.243
N -2.3335 0.9621 -1.0849 0.445 0.809 -0.734 0.183
N -2.8780 0.0192 -0.3443 -0.011 0.480 0.629 -0.106
C -3.3363 -1.1921 -0.9758 0.035 -0.441 -0.505 -0.103
C -2.1498 -1.8839 -1.6561 -0.026 -0.021 0.332 -0.070
H -2.4542 -2.8759 -1.9883 0.048 0.001 -0.016 0.125
H -1.8206 -1.2950 -2.5107 -0.048 -0.022 -0.028 0.109
C -1.0331 -2.0259 -0.6213 -0.239 0.219 -0.648 -0.504
O -1.1291 -2.7831 0.3248 -0.166 -0.330 0.401 0.056
N 0.0179 -1.2171 -0.8304 0.377 0.133 -0.160 0.108
H -0.0169 -0.5417 -1.5791 -0.144 -0.104 -0.027 0.139
C 1.1800 -1.1686 0.0425 0.020 -0.054 0.238 -0.297
C 1.1005 0.0469 0.9776 -0.074 -0.079 -0.120 -0.131
H 1.6806 -0.1630 1.8772 0.026 -0.006 0.093 0.115
C 1.5819 1.3708 0.3819 0.070 -0.038 0.369 -0.192
C 3.0790 1.5966 0.5869 -0.009 0.062 -0.357 -0.206
C 3.9783 0.7193 -0.2794 0.040 -0.022 0.357 -0.210
C 3.7266 -0.7826 -0.1445 0.004 0.104 -0.334 -0.193
C 2.4365 -1.2323 -0.8324 0.010 -0.145 0.266 -0.147
H 2.2835 -0.6117 -1.7187 0.002 0.002 -0.094 0.111
H 2.5457 -2.2622 -1.1789 -0.074 0.031 -0.087 0.116
H 3.7145 -1.0707 0.9070 0.077 -0.078 0.108 0.115
H 4.5629 -1.3045 -0.6152 -0.002 -0.046 0.088 0.107
H 3.8560 1.0029 -1.3276 0.043 0.009 -0.069 0.112
H 5.0161 0.9266 -0.0071 0.031 0.036 -0.083 0.107
H 3.3082 2.6413 0.3649 0.041 0.030 0.082 0.110
H 3.3163 1.4278 1.6403 0.007 0.038 0.068 0.113
H 1.3388 1.4299 -0.6804 -0.092 0.100 -0.134 0.111
H 1.0550 2.1862 0.8830 -0.069 0.020 -0.101 0.103
H 0.0576 0.1383 1.2914 0.060 -0.073 0.037 0.098
H 1.1116 -2.0699 0.6617 0.047 0.137 -0.119 0.147
H -4.1021 -0.9397 -1.7141 0.023 -0.047 0.160 0.132
H -3.7597 -1.8432 -0.2114 0.022 0.119 -0.040 0.124
N -1.2742 3.0689 -0.6817 0.455 0.673 -0.489 -0.364
O -0.9338 3.1250 -1.8438 0.043 0.023 -0.185 0.085
O -1.0653 3.9337 0.1483 -0.021 0.080 0.210 0.077
H -2.0357 2.1156 1.9718 0.022 0.062 0.234 0.119
H -3.1471 -0.1843 3.0096 -0.020 0.008 0.045 0.088
H -2.7649 -1.5653 1.9708 -0.006 -0.060 0.051 0.079
H -4.3774 -0.8334 1.9194 -0.061 -0.031 0.059 0.089
```
Forces are in eV/Å.